1.
Computed, not measured: 10 unconnected molecules or ions with the total composition C41H62BN9O, with wB97M-V/def2-TZVPD.

Computed properties:
Energy above the lowest of the compared OMol25 structures with the same formula, charge and spin ... 632.7 kJ/mol

The geometry in ORCA input format:
```
! RIJCOSX wB97M-V def2-TZVPD def2/J DEFGRID3
* xyz 0 1
C -0.4163 -0.7220 -2.9451
C -1.7755 0.0999 -3.3715
C -1.7449 1.4936 -2.7383
C -2.7506 2.3383 -3.3109
C -2.2720 2.6761 -4.6059
C -2.2769 1.4528 -5.4894
N -1.6779 0.2705 -4.9186
O -0.8448 -0.3872 -5.5816
C -1.5788 1.8382 -6.8339
C -3.7055 1.0347 -5.9696
C -3.0245 -0.8372 -3.1182
H -0.6550 -0.7414 -1.8916
H 0.4110 -0.1123 -3.4117
H -0.3120 -1.6911 -3.3481
H -0.7540 1.9178 -2.7500
H -1.9192 1.3334 -1.6888
H -2.5045 3.3292 -2.6562
H -3.7319 2.0251 -3.1702
H -1.4725 3.0548 -4.6692
H -2.9358 3.4899 -5.0249
H -0.7892 2.2956 -6.5999
H -2.0973 2.5986 -7.5602
H -1.1973 0.9972 -7.4628
H -4.1502 1.7453 -6.7131
H -4.4062 0.9573 -5.0347
H -3.5982 0.1156 -6.4957
H -3.8188 -0.2911 -3.5347
H -3.0251 -1.2452 -2.2008
H -3.0696 -1.9064 -3.7316
B -0.1857 -0.4299 1.0910
H -1.2839 -1.0409 1.1031
H 0.7052 -1.2724 0.8658
H -0.1847 0.4179 0.2795
H 0.1300 0.0861 2.1364
N 2.9985 3.1337 1.0531
C 1.8261 3.1120 1.8100
C 1.7391 4.5572 2.2247
C 2.8163 5.2544 1.6991
C 3.7603 4.3139 1.0860
H 3.1924 2.3465 0.2426
H 1.3270 2.3479 1.9921
H 0.8166 5.0796 2.6076
H 3.0471 6.1466 1.5940
H 4.7605 4.5712 0.4046
N 4.0448 -4.9461 0.2365
C 3.5623 -5.7928 -0.7973
C 2.5853 -5.0160 -1.6604
C 2.5109 -3.5536 -0.8217
C 3.5070 -3.6942 0.3339
H 4.8559 -5.2497 0.6838
H 3.8897 -6.6826 -0.8465
H 1.9980 -5.1461 -2.4576
H 1.6763 -2.7752 -1.0761
H 3.9363 -2.8777 1.0241
N -1.6140 3.4690 3.7380
C -1.7248 4.8066 4.1549
C -0.6107 4.9105 5.3242
C -0.3691 3.5369 5.7825
C -0.9118 2.6700 4.6240
H -1.9922 2.9796 2.8839
H -2.0751 5.6117 3.6263
H -0.0486 5.7461 5.8724
H 0.2297 3.0507 6.5537
H -1.0625 1.5453 4.4479
N -0.4161 -2.9555 2.2240
C -0.9829 -2.8030 3.3794
C -0.6495 -4.0661 4.1820
C 0.1190 -5.0353 3.3101
C 0.3372 -4.2414 2.0263
H -0.2366 -2.2215 1.6255
H -1.6391 -1.9200 3.7670
H -1.2889 -4.3472 5.0541
H 0.7455 -6.0537 3.3188
H 0.6834 -4.2347 1.0481
N -3.2079 -3.9961 -0.9749
C -3.4426 -4.5171 -2.2310
C -2.1551 -4.7137 -3.0208
C -1.0643 -4.1734 -2.1256
C -1.8709 -3.8625 -0.7990
H -3.9965 -4.0775 -0.4277
H -4.4011 -4.6893 -2.4465
H -2.1531 -5.1317 -3.9996
H 0.0271 -3.9776 -2.3587
H -1.4803 -3.4000 0.1524
N -2.3584 2.1028 1.4342
C -3.6261 2.0693 1.8246
C -4.0618 3.5223 1.6321
C -2.8127 4.3985 1.4688
C -1.7721 3.3441 1.2289
H -1.7952 1.2844 1.6429
H -4.2124 1.0592 2.0507
H -5.0505 3.9718 1.7802
H -2.6801 5.5882 1.2767
H -0.8149 3.4059 0.8054
N 2.1978 -2.4376 4.1308
C 3.0777 -3.2889 4.8159
C 4.4163 -2.5199 4.9177
C 4.2942 -1.1612 4.3123
C 2.7583 -1.2558 3.8574
H 1.3444 -2.8886 3.9681
H 3.0266 -4.1591 5.3597
H 5.4667 -2.8328 5.2758
H 5.0166 -0.1741 4.3492
H 2.2188 -0.3323 3.4904
N 2.6139 0.7519 -0.2319
C 3.8566 0.7873 0.4999
C 4.9164 1.4265 -0.3382
C 4.2463 1.9405 -1.5101
C 2.8362 1.2574 -1.4901
H 1.9239 0.2807 0.0293
H 3.7650 0.2676 1.4591
H 6.0127 1.6338 -0.1613
H 4.5316 2.5500 -2.3847
H 1.9787 1.4791 -2.1867
*
```

Mulliken population analysis, charges in e, atoms 1 to 2: -1.657 0.865

---

2.
Computed, not measured: 10 unconnected molecules or ions with the total composition C41H62BN9O, with wB97M-V/def2-TZVPD.

Computed properties:
Energy above the lowest of the compared OMol25 structures with the same formula, charge and spin ... 312.9 kJ/mol

The geometry in ORCA input format:
```
! RIJCOSX wB97M-V def2-TZVPD def2/J DEFGRID3
* xyz 0 1
C -0.4010 1.7618 0.0717
C -0.7401 0.2577 -0.2332
C -2.3382 0.2241 -0.2114
C -2.7287 -1.0954 -0.9105
C -2.3005 -0.9791 -2.3950
C -0.7896 -0.9706 -2.5997
N -0.2353 -0.0258 -1.6408
O 0.8560 0.5050 -2.0009
C -0.5547 -0.4594 -4.0364
C -0.2746 -2.3945 -2.5260
C -0.0549 -0.5394 0.6941
H -0.8158 1.9427 1.1961
H -0.6555 2.4004 -0.5725
H 0.7408 1.7013 0.1850
H -2.7245 0.9907 -0.8151
H -2.7556 0.1688 0.7183
H -3.7267 -1.1275 -0.8270
H -2.2797 -1.8954 -0.6437
H -2.6628 -0.0608 -2.7849
H -2.6608 -1.7117 -2.9884
H 0.5310 -0.7175 -4.0720
H -0.8294 0.5372 -3.9001
H -1.1324 -0.9437 -4.7933
H -0.6365 -3.1093 -3.2274
H -0.4377 -2.8928 -1.6453
H 0.8701 -2.4439 -2.5107
H -0.3248 -1.5253 0.3037
H -0.3830 -0.4499 1.7212
H 1.1519 -0.3895 0.6709
B -3.3272 2.9766 -3.6418
H -3.5102 1.8873 -4.4728
H -4.4577 2.9855 -3.1348
H -2.5249 2.8196 -2.7713
H -3.1005 3.9119 -4.3364
N 0.9507 -1.6170 5.9855
C -0.3350 -1.1242 5.6903
C -0.1142 -0.1174 4.5496
C 1.3044 -0.2608 4.0786
C 1.9849 -1.1460 5.1583
H 1.2110 -2.2973 6.7173
H -1.0704 -1.3987 6.4819
H -0.7094 0.5558 4.0512
H 1.7521 0.1621 3.3108
H 3.1106 -1.2611 5.2867
N -1.8203 4.4500 1.9207
C -0.8169 3.9177 2.7645
C -1.4718 3.4613 4.0977
C -2.9956 3.7000 3.9260
C -3.1102 4.2784 2.5161
H -1.7517 5.1846 1.2019
H 0.2727 4.1552 2.3837
H -0.8476 3.0552 4.9776
H -3.8775 3.6970 4.6442
H -3.8317 4.6004 2.0662
N 5.5699 2.2220 1.9829
C 5.1381 2.9813 0.9776
C 3.5864 3.0933 1.2066
C 3.4088 2.4453 2.4465
C 4.6744 1.8747 2.9875
H 6.6199 1.7893 2.1168
H 5.8545 3.3852 0.2258
H 3.0173 3.5813 0.6040
H 2.4121 2.2954 3.0195
H 5.2151 1.2325 3.7328
N 2.6285 4.1513 -4.5643
C 3.8455 3.9700 -3.8880
C 3.5027 3.6386 -2.4513
C 2.0269 3.5611 -2.3159
C 1.4935 3.8233 -3.8213
H 2.6510 4.1379 -5.6736
H 4.8782 4.1320 -4.3787
H 4.4208 3.3525 -1.6742
H 1.3804 3.2144 -1.6457
H 0.6620 3.6523 -4.2326
N 0.2189 -3.3238 3.4875
C -1.1156 -3.8461 3.4882
C -1.3901 -4.3519 2.1537
C -0.0365 -4.3895 1.4220
C 0.8896 -3.6595 2.4152
H 0.6231 -2.7541 4.2914
H -1.7601 -3.6744 4.2051
H -2.4218 -4.7260 1.8350
H 0.2307 -4.5201 0.3570
H 2.0953 -3.3811 2.2154
N 4.2158 -0.0769 0.3618
C 4.1928 -1.2571 1.0673
C 3.5610 -2.2999 0.0331
C 3.3672 -1.4728 -1.2085
C 3.7664 -0.0507 -0.9249
H 4.5740 0.7643 0.7556
H 4.5259 -1.2696 2.0867
H 3.4762 -3.3657 0.0609
H 2.9210 -1.7941 -2.1534
H 3.8288 1.0028 -1.5149
N 0.0453 -7.0104 -3.8050
C 0.2488 -5.9018 -4.7246
C 1.1047 -5.0008 -3.8410
C 1.4681 -5.6450 -2.6027
C 0.7491 -6.9206 -2.6663
H -0.4096 -7.7278 -4.2202
H -0.3646 -5.9271 -5.6109
H 1.6863 -4.0141 -4.0341
H 2.2645 -5.0973 -2.0505
H 0.7415 -7.5625 -2.0140
N -5.6756 1.5667 -0.8321
C -5.0375 2.3567 0.2273
C -5.7308 1.7483 1.5309
C -6.5897 0.6115 1.0395
C -6.5879 0.6518 -0.4770
H -5.2666 1.5943 -1.6506
H -4.1852 2.8779 0.1225
H -5.4514 1.9232 2.6615
H -7.3986 -0.0268 1.4929
H -6.9796 0.0816 -1.3129
*
```

Mulliken population analysis, charges in e, atoms 1 to 2: -1.568 0.345